{
  "formula": "C3H2EuO3",
  "method": "wB97M-V/def2-TZVPD",
  "species": ["C", "C", "O", "C", "O", "O", "H", "Eu", "H"],
  "coordinates": [[-0.42, -0.35, -1.95], [-0.58, 0.68, -1.18], [-0.72, 1.27, -0.15], [0.47, -0.96, 1.96], [0.46, -2.00, 1.46], [0.67, 0.13, 2.34], [-0.02, -0.22, -2.96], [0.39, 2.78, 1.88], [-0.25, -1.34, -1.41]],
  "lowdin_spin": [0.00, 0.01, 0.08, 0.01, 0.00, 0.08, 0.00, 7.81, 0.00],
  "spin_multiplicity": 9,
  "homo_ev": [-9.498, -13.643],
  "charge": 1
}